# 1
170
Properties=species:S:1:pos:R:3:lowdin_charge:R:1 method="wB97M-V/def2-TZVPD" total_charge=+1 energy_ha=-9531.568395 mol_weight_g_mol=1419.35 gap_ev=6.14
C 5.371 1.762 2.245 -0.082
C 3.969 2.451 1.796 -0.358
C 3.773 3.733 2.783 -0.106
C 2.696 1.464 2.047 -0.134
C 1.895 1.114 0.684 -0.100
N 0.422 1.426 0.776 -0.021
C 0.041 2.821 1.138 -0.160
C 0.511 3.812 -0.065 -0.646
C 1.595 4.894 0.429 -0.135
Br -1.067 4.829 -0.758 0.665
C -0.510 0.512 0.517 -0.225
N -1.978 0.585 0.551 -0.076
C -2.702 0.539 1.846 -0.137
C -1.984 1.199 3.108 -0.086
C -2.659 0.692 4.483 -0.383
O -3.660 -0.058 4.526 0.069
O -2.039 1.155 5.689 0.052
C -2.556 -0.140 -0.629 -0.600
Br -2.646 1.338 -1.967 0.611
C -3.753 -1.165 -0.467 -0.153
C -5.190 -0.595 -0.052 -0.195
C -5.854 0.449 -1.071 -0.300
N -7.281 0.704 -0.616 -0.025
C -1.208 -0.976 -1.067 -0.577
I -0.244 0.490 -2.465 0.947
C -1.296 -2.226 -2.050 -0.208
C -0.597 -3.563 -1.721 0.021
C -0.789 -4.587 -2.852 -0.033
C -1.577 -4.200 -4.093 -0.115
N -2.261 -3.000 -4.440 0.061
C -2.052 -2.091 -3.368 -0.143
N -0.276 -0.913 0.067 -0.100
C -0.301 -1.955 1.131 -0.153
C -0.055 -1.448 2.631 -0.206
C 0.715 -2.674 3.393 -0.478
S 1.251 -2.208 5.122 0.812
C 0.065 -3.204 6.185 -0.966
S -0.160 -4.848 5.982 0.716
N -0.721 -2.511 7.220 -0.204
C -2.008 -1.884 7.018 -0.054
C -2.492 -1.321 8.386 -0.073
N -1.410 -1.643 9.321 -0.008
C -0.381 -2.336 8.621 -0.118
H 5.227 0.902 2.982 0.084
H 5.960 2.580 2.811 0.083
H 6.027 1.488 1.341 0.075
H 4.029 2.786 0.700 0.117
H 4.311 4.616 2.269 0.098
H 2.671 3.982 2.966 0.050
H 4.265 3.466 3.783 0.090
H 2.043 1.870 2.889 0.103
H 3.153 0.468 2.420 0.111
H 2.084 0.007 0.453 0.141
H 2.355 1.708 -0.193 0.131
H -1.108 2.942 1.195 0.100
H 0.430 3.159 2.169 0.133
H 0.871 3.151 -0.925 0.065
H 2.675 4.558 0.238 0.080
H 1.385 5.110 1.532 0.081
H 1.399 5.858 -0.152 0.067
H -2.935 -0.564 2.112 0.132
H -3.682 1.135 1.696 0.152
H -0.851 1.092 3.163 0.100
H -2.207 2.336 3.067 0.140
H -1.494 1.953 5.471 0.121
H -3.935 -1.831 -1.395 0.136
H -3.446 -1.915 0.365 0.130
H -5.901 -1.514 -0.045 0.129
H -5.253 -0.193 1.031 0.111
H -5.316 1.460 -0.908 0.080
H -5.779 0.162 -2.174 0.115
H -7.847 0.091 -1.224 0.065
H -7.525 1.699 -0.793 0.066
H -0.003 -3.826 -0.792 0.090
H -0.339 -5.633 -2.757 0.107
H -1.640 -5.016 -4.910 0.117
H -2.560 -1.067 -3.549 0.076
H 0.580 -2.674 0.902 0.120
H -1.291 -2.557 1.099 0.144
H 0.639 -0.549 2.742 0.092
H -1.060 -1.355 3.162 0.106
H 0.061 -3.610 3.349 0.077
H 1.675 -2.863 2.780 0.090
H -2.614 -1.816 6.058 0.098
H -3.468 -0.779 8.635 0.106
H 0.579 -2.700 9.124 0.135
C -11.599 1.117 -2.931 -0.092
C -12.384 2.050 -2.260 -0.086
C -11.861 3.299 -1.940 -0.088
C -10.555 3.619 -2.300 -0.097
C -9.771 2.687 -2.974 -0.113
C -10.291 1.435 -3.286 -0.106
H -12.006 0.142 -3.178 0.099
H -13.404 1.802 -1.985 0.086
H -12.470 4.023 -1.410 0.103
H -10.148 4.594 -2.054 0.100
H -8.753 2.938 -3.256 0.097
H -9.679 0.707 -3.808 0.098
C -0.553 -8.799 0.500 -0.092
C -0.728 -7.418 0.513 -0.105
C -1.831 -6.850 -0.116 -0.120
C -2.766 -7.663 -0.750 -0.095
C -2.593 -9.043 -0.760 -0.088
C -1.485 -9.611 -0.139 -0.086
H 0.309 -9.241 0.988 0.103
H -0.002 -6.785 1.014 0.093
H -1.964 -5.772 -0.112 0.080
H -3.629 -7.220 -1.237 0.102
H -3.323 -9.677 -1.253 0.105
H -1.348 -10.687 -0.151 0.105
C -17.932 -0.844 -0.415 -0.095
C -17.235 -1.873 -1.040 -0.096
C -16.182 -1.578 -1.902 -0.097
C -15.821 -0.254 -2.130 -0.103
C -16.516 0.775 -1.501 -0.101
C -17.574 0.481 -0.647 -0.095
H -18.755 -1.074 0.254 0.101
H -17.513 -2.906 -0.857 0.101
H -15.643 -2.381 -2.394 0.100
H -14.997 -0.024 -2.798 0.088
H -16.233 1.808 -1.678 0.097
H -18.119 1.283 -0.162 0.101
C 10.063 2.676 0.581 -0.106
C 8.974 2.027 0.007 -0.113
C 9.052 0.672 -0.298 -0.102
C 10.216 -0.038 -0.021 -0.089
C 11.304 0.610 0.557 -0.081
C 11.229 1.968 0.854 -0.102
H 10.003 3.734 0.816 0.105
H 8.063 2.580 -0.203 0.093
H 8.205 0.168 -0.752 0.097
H 10.276 -1.095 -0.254 0.101
H 12.212 0.056 0.775 0.089
H 12.080 2.473 1.299 0.107
C 14.303 -3.174 2.971 -0.098
C 15.419 -2.904 3.758 -0.095
C 16.325 -1.923 3.369 -0.094
C 16.110 -1.203 2.197 -0.095
C 14.992 -1.470 1.412 -0.107
C 14.091 -2.458 1.796 -0.105
H 13.598 -3.942 3.273 0.100
H 15.583 -3.461 4.675 0.101
H 17.198 -1.718 3.979 0.102
H 16.814 -0.434 1.896 0.101
H 14.824 -0.907 0.499 0.097
H 13.222 -2.670 1.182 0.095
C -3.838 2.068 -8.343 -0.089
C -4.009 0.784 -7.834 -0.089
C -3.700 0.515 -6.505 -0.092
C -3.229 1.533 -5.681 -0.110
C -3.061 2.818 -6.189 -0.094
C -3.361 3.084 -7.521 -0.091
H -4.076 2.276 -9.381 0.104
H -4.383 -0.008 -8.475 0.104
H -3.828 -0.488 -6.110 0.094
H -2.992 1.325 -4.643 0.012
H -2.694 3.612 -5.546 0.099
H -3.225 4.084 -7.919 0.103
C 13.757 4.564 -2.411 -0.092
C 12.535 4.082 -1.952 -0.091
C 11.348 4.623 -2.434 -0.096
C 11.382 5.641 -3.383 -0.098
C 12.604 6.120 -3.844 -0.097
C 13.792 5.585 -3.355 -0.095
H 14.683 4.144 -2.032 0.101
H 12.508 3.284 -1.217 0.081
H 10.395 4.251 -2.071 0.089
H 10.456 6.060 -3.762 0.098
H 12.631 6.912 -4.586 0.101
H 14.744 5.963 -3.711 0.101

---

# 2
27
Properties=species:S:1:pos:R:3:nbo_charge:R:1 method="wB97M-V/def2-TZVPD" total_charge=-1 energy_ha=-2125.630290 mol_weight_g_mol=368.89 gap_ev=5.73
Pd 0.128 0.053 0.086 0.503
S 2.386 -0.115 0.177 -0.401
S 3.333 1.754 0.351 -0.125
S 1.960 3.276 -0.022 -0.103
S 0.060 2.431 -0.064 -0.588
C -2.775 0.948 0.721 -0.413
N -2.040 -0.055 -0.049 -0.420
C -2.277 0.145 -1.490 -0.431
C -2.445 -1.417 0.342 -0.255
C -1.364 -2.409 0.026 -0.019
C -1.674 -3.749 -0.185 -0.247
C -0.665 -4.670 -0.419 -0.251
C 0.653 -4.232 -0.442 -0.229
C 0.955 -2.890 -0.244 -0.234
C -0.042 -1.941 -0.003 -0.203
H -3.854 0.870 0.525 0.163
H -2.426 1.943 0.451 0.237
H -2.587 0.797 1.782 0.211
H -3.350 0.046 -1.717 0.161
H -1.719 -0.600 -2.053 0.225
H -1.931 1.136 -1.778 0.235
H -3.391 -1.682 -0.151 0.175
H -2.631 -1.411 1.419 0.205
H -2.711 -4.074 -0.170 0.189
H -0.905 -5.714 -0.581 0.195
H 1.453 -4.942 -0.620 0.197
H 1.992 -2.580 -0.277 0.221

---

# 3
38
Properties=species:S:1:pos:R:3:nbo_charge:R:1 method="wB97M-V/def2-TZVPD" total_charge=+2 s2=1.14 energy_ha=-1756.399236 mol_weight_g_mol=286.24 spin_multiplicity=2 e_above_lowest_kj_mol=41.25 gap_ev="8.67 / 8.97"
V 0.049 -0.331 -0.495 1.554
N -3.052 2.176 0.557 -0.645
N -3.266 2.127 -0.826 -0.399
C -2.748 1.145 -1.565 0.644
N -2.992 1.121 -2.867 -0.736
N -2.072 0.169 -0.911 -0.460
N -1.338 -0.663 -1.730 0.293
O -0.928 -1.798 -1.067 -0.428
O -0.395 -0.120 -2.492 -0.482
H -3.894 1.875 1.040 0.386
H -2.863 3.139 0.811 0.386
H -3.945 2.746 -1.249 0.409
H -3.536 1.844 -3.312 0.435
H -2.573 0.429 -3.467 0.441
C 1.960 -2.576 -0.522 -0.421
N 1.998 -1.085 -0.436 -0.477
C 2.805 -0.563 -1.574 -0.426
C 2.597 -0.656 0.863 -0.252
C 1.556 -0.738 1.964 -0.243
N 0.300 -0.063 1.527 -0.478
C 0.466 1.414 1.447 -0.473
C -0.840 -0.405 2.415 -0.419
H 2.978 -2.962 -0.457 0.231
H 1.517 -2.869 -1.470 0.246
H 1.363 -2.989 0.289 0.219
H 3.824 -0.948 -1.513 0.237
H 2.837 0.527 -1.541 0.218
H 2.353 -0.886 -2.509 0.242
H 2.965 0.364 0.744 0.224
H 3.460 -1.281 1.101 0.254
H 1.924 -0.278 2.884 0.245
H 1.300 -1.773 2.191 0.235
H 0.839 1.818 2.391 0.263
H -0.498 1.868 1.220 0.258
H 1.196 1.689 0.673 0.219
H -0.628 -0.075 3.434 0.229
H -0.988 -1.483 2.404 0.235
H -1.735 0.090 2.043 0.236